Computed, not measured: a structure of composition C2H12N4O in a non-equilibrium geometry, with ωB97M-V/def2-TZVPD.

Values from the calculation:
- DFT total energy: -10269.8470 eV
- Relative energy (zero: lowest compared OMol25 entry of this formula, charge and spin): 6.822 eV
- HOMO-LUMO gap: 8.11 eV
- Max |F|: 2.39 eV/A
- Highest occupied orbital energy: -7.19 eV
- LUMO: 0.92 eV

Structure (ORCA input):
```
! wB97M-V def2-TZVPD RIJCOSX def2/J DEFGRID3
* xyz 0 1
C 0.564 -0.172 -1.700
O 1.698 0.552 -1.852
H 2.406 0.035 -1.428
H -0.272 0.404 -2.090
H 0.601 -1.206 -2.028
H 1.813 -1.215 0.105
C -1.547 -1.105 -0.144
N -0.496 0.869 0.698
N -0.288 -0.390 0.007
N -0.990 0.592 2.000
N 0.709 1.613 0.776
H 0.700 -1.011 0.468
H -0.218 0.356 2.627
H -1.418 1.448 2.335
H 0.833 2.102 -0.103
H 1.509 0.983 0.896
H -2.024 -1.271 0.822
H -1.348 -2.063 -0.625
H -2.232 -0.521 -0.765
*
```



Computed, not measured: a structure of composition C4H2FeO2 in a non-equilibrium geometry, with ωB97M-V/def2-TZVPD.

Values from the calculation:
- DFT total energy: -42646.7985 eV
- Relative energy (zero: lowest compared OMol25 entry of this formula, charge and spin): 2.976 eV
- HOMO-LUMO gap (spin up / spin down): 9.14 / 6.98 eV
- Max |F|: 3.29 eV/A
- Highest occupied orbital energy (spin up / spin down): -14.41 / -14.87 eV
- LUMO (spin up / spin down): -5.28 / -7.89 eV

Structure (ORCA input):
```
! wB97M-V def2-TZVPD RIJCOSX def2/J DEFGRID3
* xyz 1 6
H 1.013 -2.672 -0.406
C 0.666 -1.648 -0.244
C -0.594 -1.238 -0.280
O 1.750 -0.875 0.021
O 1.515 0.491 0.261
Fe -0.137 1.397 0.071
C -2.097 0.832 -0.449
C -1.523 -0.327 -0.253
H -3.108 1.006 -0.817
*
```



Computed, not measured: a structure of composition C20H22As2BrFe in a non-equilibrium geometry, with ωB97M-V/def2-TZVPD.

Values from the calculation:
- DFT total energy: -247194.5943 eV
- HOMO-LUMO gap (spin up / spin down): 7.81 / 7.53 eV
- Max |F|: 4.07 eV/A
- Highest occupied orbital energy (spin up / spin down): -10.38 / -11.12 eV
- LUMO (spin up / spin down): -2.58 / -3.59 eV

Structure (ORCA input):
```
! wB97M-V def2-TZVPD RIJCOSX def2/J DEFGRID3
* xyz 1 5
Fe 0.704 -0.704 -0.266
Br 2.323 -2.334 -0.719
C 2.968 -1.841 1.071
C 4.242 -2.260 1.467
C 4.621 -2.144 2.841
C 3.720 -1.648 3.768
C 2.455 -1.204 3.395
C 1.489 -0.742 4.357
C 0.397 -0.051 3.854
C 0.074 0.021 2.462
C 0.901 -0.585 1.559
C 2.136 -1.158 2.014
H 4.991 -2.470 0.715
H 5.648 -2.375 3.107
H 3.979 -1.716 4.851
H 1.647 -0.874 5.412
H -0.357 0.467 4.466
H -0.875 0.454 2.132
C -2.840 -1.705 0.024
As -1.409 -1.176 -1.133
C -1.147 -2.597 -2.477
C -2.006 0.364 -2.188
C -3.307 0.412 -2.683
C -3.888 1.549 -3.188
C -3.113 2.780 -3.108
C -1.807 2.719 -2.628
C -1.276 1.529 -2.160
As 0.213 1.397 -0.880
C 1.681 2.240 -1.858
C -0.408 2.868 0.342
H -3.198 -0.808 0.634
H -2.547 -2.572 0.657
H -3.639 -1.946 -0.676
H -1.616 -3.522 -2.089
H -0.143 -2.745 -2.738
H -1.652 -2.267 -3.387
H -3.775 -0.563 -2.656
H -4.885 1.513 -3.613
H -3.517 3.700 -3.603
H -1.158 3.615 -2.596
H 1.952 3.178 -1.397
H 1.353 2.441 -2.900
H 2.537 1.545 -1.881
H -1.089 2.435 1.081
H -0.885 3.608 -0.280
H 0.505 3.169 0.895
*
```